1.
A cluster of 2 separate species, CH5NO3 in total in a non-equilibrium geometry. Source: the OMol25 dataset; level of theory: ωB97M-V with the def2-TZVPD basis set.

As for the charge: 0. As for the energy above the lowest of the compared OMol25 structures with the same formula, charge and spin: 9.6 kcal per mole. As for the largest force on an atom: 0.033 hartree/bohr. As for the total energy: -321.60832 a.u. As for the SMILES: NC(=O)O.O.

Last column: Löwdin charge in e.
Positions of all 10 atoms, in Å:
N  1.364  0.889  -1.228  0.140
C  0.116  0.642  -0.637  -0.656
O  -0.912  0.612  -1.238  0.101
O  0.290  0.527  0.694  0.099
H  2.154  0.735  -0.608  0.095
H  1.504  0.293  -2.031  0.096
H  -0.520  0.321  1.141  0.088
O  -0.744  -2.035  1.871  -0.072
H  -1.499  -2.420  1.381  0.053
H  -0.766  -2.589  2.684  0.056

Force components x, y, z for each atom (eV/Å):
N 0.20 -0.66 0.21
C 1.63 0.44 0.22
O -0.85 -0.36 -0.09
O 0.70 0.31 -0.29
H -0.39 0.15 0.13
H -0.27 0.34 -0.44
H -0.96 -0.28 0.28
O -0.91 -1.10 0.54
H 0.57 0.46 0.08
H 0.28 0.70 -0.64

2.
A structure of composition CH5NO5P2S in a non-equilibrium geometry. Source: the OMol25 dataset; level of theory: ωB97M-V with the def2-TZVPD basis set.

As for the charge: -2. As for the energy above the lowest of the compared OMol25 structures with the same formula, charge and spin: 0.0 kcal per mole. As for the largest force on an atom: 0.023 hartree/bohr. As for the total energy: -1553.19083 a.u.

Last column: Löwdin charge in e.
Positions of all 15 atoms, in Å:
C  -1.306  -1.503  0.354  -0.307
N  -1.205  -0.598  -0.754  -0.335
O  0.700  1.250  0.342  -0.288
O  3.121  1.258  -0.425  -0.386
O  1.614  -0.731  -0.943  -0.210
O  -1.259  1.887  -1.585  -0.454
O  2.459  -0.355  1.476  -0.383
P  -1.400  0.944  -0.462  0.063
P  2.129  0.327  0.189  0.163
S  -2.419  1.542  1.132  0.020
H  -1.830  -2.415  0.028  0.044
H  -1.845  -1.081  1.210  -0.001
H  -0.309  -1.800  0.706  0.056
H  0.638  -0.663  -0.977  -0.021
H  0.912  1.938  -0.291  0.037

Force components x, y, z for each atom (eV/Å):
C -0.07 -0.52 0.25
N 0.06 1.04 -0.16
O 0.78 -0.35 0.24
O -0.09 0.16 -0.09
O 0.53 0.42 0.64
O 0.38 0.33 -0.38
O -0.54 0.17 -0.36
P -0.77 -0.84 0.28
P 0.44 -0.57 0.01
S 0.08 -0.05 -0.08
H 0.04 -0.01 0.12
H -0.05 -0.10 0.04
H -0.03 -0.10 0.08
H -0.62 -0.25 -0.34
H -0.13 0.67 -0.25